(1)
24
Properties=species:S:1:pos:R:3:forces:R:3:lowdin_charge:R:1 method="wB97M-V/def2-TZVPD" e_tot_ev=-20485.9603 homo_lumo_gap_ev=8.06 relative_energy_kj_mol=278.1 homo_energy_ev=-7.86 fmax_ev_per_a=5.2 spin_multiplicity=1
Si -0.01653 1.06693 -2.02566 2.719 -0.740 4.381 0.86
O 2.77815 -0.63643 -1.72019 -1.603 1.884 1.703 -0.03
C -1.24230 0.01174 -1.02552 0.164 1.202 0.451 -0.37
C 2.43500 0.48142 0.36986 -3.732 0.935 2.132 -0.35
C 1.18741 0.67313 1.33898 0.477 1.028 -1.978 -0.05
C -2.05303 0.65326 -0.06723 1.657 -0.115 -2.264 -0.16
C -1.24250 -1.38728 -1.00567 -0.473 1.717 0.945 -0.11
C 2.09480 0.12652 -1.02039 -0.125 -1.599 -3.286 -0.29
C -2.79765 -0.08621 0.75333 -1.459 -0.220 1.805 -0.13
C 3.65341 0.71325 0.75877 2.676 0.080 -0.798 0.05
C -2.77350 -1.46206 0.84206 -0.607 -0.464 0.645 -0.07
C -1.96690 -2.09701 -0.07604 -0.756 -1.046 0.254 -0.09
H -0.56422 -1.91576 -1.56427 1.388 -1.146 -1.742 0.08
H -1.97961 -3.18319 -0.10414 0.357 0.089 0.031 0.11
H -2.08811 1.71716 0.06689 0.057 0.434 -0.346 0.10
H 1.44374 1.05687 2.32081 0.343 0.019 0.002 0.07
H 4.06408 1.24342 1.61781 -0.739 -0.454 0.230 0.08
H 0.39088 1.35983 0.89808 1.078 -0.940 0.479 0.06
H -3.40947 0.54510 1.33592 -0.936 -0.029 1.301 0.10
H -0.04402 0.52242 -3.30499 0.223 0.062 -1.992 -0.09
H -3.35611 -2.02143 1.62883 0.651 0.716 -1.125 0.13
H 0.29962 2.53182 -1.50768 -0.935 -1.304 -1.013 -0.02
H 0.77039 -0.31096 1.44483 -0.523 -0.428 0.162 0.06
H 4.41646 0.39748 0.04564 0.098 0.320 0.025 0.07

(2)
34
Properties=species:S:1:pos:R:3:forces:R:3:lowdin_charge:R:1 method="wB97M-V/def2-TZVPD" e_tot_ev=-78734.1005 homo_lumo_gap_ev=5.03 relative_energy_kj_mol=56.8 homo_energy_ev=-3.57 total_charge=-1 fmax_ev_per_a=3.4 spin_multiplicity=1
Cl 1.57822 2.19284 2.77169 0.181 0.492 -0.207 0.68
Cl 2.95254 -0.47586 1.89031 0.522 0.450 0.652 0.85
Cl -3.15571 -0.41235 2.70936 -0.624 0.119 0.172 0.72
Cl -1.50222 2.25663 3.15879 -0.162 0.103 0.073 0.69
F 2.96590 -3.13752 0.91731 1.975 0.153 0.772 0.02
O 1.18245 -2.63041 3.40492 -0.441 1.765 0.989 0.04
O -0.14420 -4.43248 0.60666 -0.014 -0.719 0.449 0.09
O -1.44178 -2.73542 2.20448 0.693 1.871 0.750 0.11
O 2.45906 -1.48913 -0.80427 0.030 0.529 -1.450 -0.08
O 1.67615 -4.93160 1.89570 -0.609 -0.992 0.113 -0.01
O 0.18527 -1.80706 -0.71764 0.614 0.583 -0.384 0.07
C 0.69274 -1.71242 2.73642 -0.161 -2.603 -0.677 -0.37
C -0.82642 -1.70714 2.46221 -0.155 -1.791 0.174 -0.32
C 2.37389 -0.96067 -2.14490 -0.015 -0.034 0.585 -0.23
C 0.68966 0.74310 2.65837 1.232 -1.822 -0.676 -0.71
C 0.91564 -4.14297 1.10952 0.388 1.675 -1.405 -0.47
C 1.31575 -2.01209 -0.30768 -0.603 -2.166 1.645 -0.49
C 1.65811 -2.88284 0.85010 -2.417 0.274 -2.404 -0.23
C -1.45923 -0.40898 2.73534 0.550 1.692 -0.320 -0.62
C 3.74241 -0.42147 -2.47465 0.325 -0.023 -0.101 -0.09
C 1.09101 -6.21902 2.15864 0.118 0.332 0.047 -0.23
C 1.32481 -0.44986 2.35167 0.401 1.959 1.198 -0.58
C 2.10281 -7.01759 2.94145 0.203 -0.112 0.131 -0.09
C -0.72860 0.76155 2.86994 -1.427 -1.992 -0.155 -0.70
H 3.01797 -7.17330 2.35460 -0.180 0.107 0.156 0.08
H 4.06997 0.30197 -1.71915 -0.069 -0.120 -0.158 0.08
H 2.36102 -6.50815 3.87763 -0.019 -0.123 -0.197 0.08
H 3.72604 0.06431 -3.45409 0.003 0.040 0.062 0.07
H 0.17098 -6.06309 2.73752 0.088 -0.146 -0.267 0.13
H 4.47512 -1.23699 -2.52302 -0.116 0.186 0.112 0.08
H 0.86436 -6.72750 1.21172 -0.167 0.247 0.186 0.12
H 1.68223 -8.00150 3.17319 0.055 0.075 0.055 0.07
H 1.61509 -0.17150 -2.18398 0.001 -0.245 -0.064 0.12
H 2.11575 -1.77814 -2.83181 -0.200 0.235 0.144 0.13

(3)
19
Properties=species:S:1:pos:R:3:forces:R:3:mulliken_spin:R:1 method="wB97M-V/def2-TZVPD" e_tot_ev=-10379.1039 homo_lumo_gap_ev="2.70 / 9.83" relative_energy_kj_mol=72.6 s_squared=0.7504 homo_energy_ev="1.13 / -6.10" total_charge=-1 fmax_ev_per_a=1.1 spin_multiplicity=2
O -0.59750 1.93274 2.17635 -0.146 -0.249 -0.682 -0.18
O -0.55953 -1.62423 2.14826 -0.640 0.907 -0.018 0.75
N -0.01328 0.67585 0.28583 -0.285 0.300 -0.313 -0.90
N -0.76361 -0.93478 -2.26821 -0.481 0.282 0.458 -0.03
C 0.03718 1.97718 0.88476 0.068 0.236 0.772 0.72
C 0.44056 -0.98991 -1.41992 0.230 -0.536 -0.021 0.89
C 0.89044 0.32704 -0.80783 0.052 -0.465 0.076 0.05
H 0.15315 -1.01045 1.90967 0.062 -0.167 -0.159 0.03
H -1.55596 -0.75682 -1.64194 0.143 0.196 -0.200 -0.07
H -0.46528 2.75701 0.29425 0.043 0.000 -0.034 0.03
H -0.96665 0.53092 -0.02015 -0.121 -0.180 -0.021 0.03
H -1.00220 1.05087 2.20900 0.143 0.141 0.302 0.07
H -0.14389 -2.45941 2.33784 0.486 -0.768 0.117 -0.36
H 0.29319 -1.71508 -0.61335 0.200 0.077 0.142 0.71
H 1.87371 0.13638 -0.36286 0.080 0.082 -0.001 -0.40
H 1.03400 1.06927 -1.60358 -0.279 0.241 0.136 0.03
H 1.06543 2.28831 1.07357 0.164 -0.106 -0.310 0.09
H 1.26686 -1.36491 -2.02885 -0.076 0.026 -0.079 -0.29
H -0.98664 -1.88998 -2.55283 0.356 -0.017 -0.166 -0.18

(4)
14
Properties=species:S:1:pos:R:3:forces:R:3:lowdin_charge:R:1 method="wB97M-V/def2-TZVPD" e_tot_ev=-8370.3765 homo_lumo_gap_ev=9.73 smiles="C=CO.CC=O" relative_energy_kj_mol=280.3 homo_energy_ev=-9.06 fmax_ev_per_a=4.4 spin_multiplicity=1
O 1.29934 1.27558 0.43824 -1.662 0.223 -0.379 -0.09
O -1.80157 -0.42697 0.19390 -2.134 -0.083 -2.155 -0.02
C 1.06492 -0.00999 1.01220 -1.163 2.362 0.546 -0.24
C 2.16572 -0.49292 1.49114 1.323 -1.923 0.484 0.00
C -2.02981 -0.27418 -1.01833 3.179 0.742 2.996 -0.23
C -0.78688 -0.26907 -1.87745 -1.513 -0.249 -1.854 -0.05
H -1.03387 0.30072 -2.78625 0.366 0.294 0.254 0.08
H -2.94150 0.17431 -1.41202 -0.675 -0.531 0.033 0.11
H 0.02401 0.16276 -1.31541 0.310 -0.044 -0.017 0.05
H -0.55674 -1.24570 -2.31570 0.156 -0.127 0.551 0.09
H 3.11493 -0.10734 1.22260 0.593 1.051 -0.099 0.05
H 0.61062 1.94505 0.68247 0.681 -1.290 -0.246 0.11
H 0.01748 -0.37101 1.14523 1.189 0.471 -0.268 0.10
H 2.29928 -1.37074 2.07659 -0.649 -0.895 0.155 0.05

(5)
9
Properties=species:S:1:pos:R:3:forces:R:3:lowdin_charge:R:1 method="wB97M-V/def2-TZVPD" e_tot_ev=-146968.6568 homo_lumo_gap_ev="8.56 / 7.97" relative_energy_kj_mol=395.7 homo_energy_ev="-8.31 / -7.95" fmax_ev_per_a=4.6 spin_multiplicity=1
Br -2.90515 0.60146 0.25541 -0.896 0.689 0.478 0.81
Br 1.86476 0.87764 -0.20013 0.143 0.056 0.322 0.65
F -1.55139 -1.13790 -1.08780 0.629 -0.193 -1.330 0.00
O -0.97618 1.06367 -1.60783 -0.275 -1.743 -0.945 -0.04
C -1.42491 0.13999 -0.75020 1.090 0.761 2.587 -0.96
C 0.63752 0.04954 0.91414 -1.340 -3.261 -2.896 -0.56
H 0.47511 0.28992 1.90044 -0.093 1.418 1.904 -0.04
H -0.51207 0.52890 -2.28466 0.107 0.684 -0.006 0.12
H 0.47539 -1.06523 0.76050 0.635 1.589 -0.113 0.02

(6)
55
Properties=species:S:1:pos:R:3:forces:R:3:lowdin_charge:R:1 method="wB97M-V/def2-TZVPD" e_tot_ev=-48861.6493 homo_lumo_gap_ev=7.92 smiles="COc1cc2c(cc1OC)[C@H](C)N(C(=O)c1cc3c(=O)oc4ccc(C)cc4c3s1)CC2" relative_energy_kj_mol=0.0 homo_energy_ev=-8.05 fmax_ev_per_a=1.0 spin_multiplicity=1
S 2.19209 1.16208 -0.62999 0.209 -0.584 0.048 1.17
O 3.85728 -3.45048 -0.00830 0.094 0.389 0.013 0.13
O -0.25882 0.50569 -2.67524 0.012 0.176 -0.186 0.07
O -7.02931 1.38486 -0.06575 0.198 -0.295 0.310 -0.12
O 5.32054 -1.85531 0.45270 0.150 -0.256 0.047 0.13
O -6.78535 -0.29698 2.28410 0.318 -0.064 -0.113 -0.07
N -1.24361 -0.34248 -0.82778 -0.127 -0.074 -0.070 0.00
C -7.09993 2.17784 -1.22376 -0.019 0.120 -0.166 -0.08
C -1.17262 -0.72353 0.56793 0.135 -0.164 0.588 -0.12
C 1.81311 -1.38774 -0.74539 -0.228 0.236 -0.039 -0.04
C 1.17211 -0.20582 -0.95365 0.532 -0.037 -0.014 -0.42
C -2.33639 -1.63948 0.93968 0.087 0.183 -0.068 -0.10
C 6.97120 -0.26344 0.98214 -0.182 -0.183 -0.059 0.02
C 3.49478 0.12199 -0.17805 -0.724 -0.431 -0.228 -0.38
C -4.80747 0.64963 -0.70260 0.002 -0.006 0.029 0.04
C -0.17181 0.02368 -1.55944 0.051 -0.079 0.033 -0.49
C 6.51880 2.10916 0.81422 -0.073 0.004 -0.018 -0.27
C -4.68168 -0.89851 1.55724 -0.207 0.153 -0.163 0.06
C 5.23568 1.82575 0.39371 0.149 -0.276 0.051 0.01
C -5.83446 -0.15547 1.31929 0.134 -0.081 0.018 -0.19
C 7.37936 1.04628 1.10602 -0.191 -0.041 -0.062 -0.03
C -3.60922 -0.89109 0.68610 -0.051 0.062 -0.092 -0.18
C -8.02637 0.36714 2.20668 -0.462 0.171 0.096 -0.08
C -2.80812 -1.25640 -2.47994 0.145 0.232 -0.009 -0.01
C -2.55141 -0.14191 -1.45453 -0.216 0.007 -0.552 -0.26
C -3.67075 -0.10549 -0.45538 -0.004 0.042 0.247 -0.15
C 5.67615 -0.54895 0.55761 -0.025 0.991 -0.012 -0.18
C 4.79736 0.50627 0.25924 0.603 -0.288 0.212 -0.15
C -5.89550 0.64264 0.16032 -0.164 0.029 0.019 -0.18
C 4.08414 -2.26872 0.04212 -0.301 -0.519 -0.084 -0.40
C 6.99867 3.52006 0.95758 0.047 -0.007 0.009 -0.05
C 3.14275 -1.21067 -0.29235 0.191 0.830 0.043 -0.15
H -6.32030 2.94625 -1.23722 -0.015 -0.038 -0.015 0.10
H -7.90714 1.45235 2.21744 -0.031 -0.095 0.004 0.09
H -4.65583 -1.49388 2.45644 -0.010 -0.072 0.151 0.13
H -4.83293 1.25393 -1.59525 -0.052 0.111 -0.098 0.11
H -2.25732 -1.92809 1.98767 0.027 -0.017 -0.006 0.12
H -2.49891 0.80862 -2.00134 -0.059 -0.153 0.136 0.15
H -0.22148 -1.22215 0.75744 -0.166 0.127 0.000 0.11
H 1.37745 -2.35611 -0.91221 -0.139 -0.170 -0.038 0.14
H 7.84402 3.69959 0.29486 0.047 0.096 -0.030 0.08
H 8.38544 1.25964 1.43481 0.122 0.005 0.041 0.12
H 6.20998 4.22656 0.71461 -0.014 0.100 -0.003 0.08
H -1.22230 0.17797 1.19597 0.038 -0.151 0.019 0.14
H 4.54315 2.62040 0.15690 -0.022 0.167 -0.009 0.11
H 7.33209 3.70446 1.97766 0.020 0.094 0.052 0.08
H -2.29478 -2.54742 0.33322 0.054 -0.073 0.030 0.12
H -3.75725 -1.08211 -2.97928 -0.113 -0.010 -0.067 0.08
H 7.63415 -1.08351 1.20640 0.085 -0.102 0.030 0.12
H -8.07638 2.65890 -1.18432 0.080 -0.001 -0.063 0.10
H -2.84452 -2.22664 -1.99166 -0.042 -0.109 0.083 0.08
H -2.01461 -1.25744 -3.22207 0.044 -0.041 -0.088 0.08
H -8.58808 0.07441 1.31741 0.031 0.031 0.081 0.09
H -7.03301 1.57286 -2.13376 0.019 0.027 0.028 0.10
H -8.56929 0.05296 3.09822 0.016 0.034 -0.067 0.09

(7)
18
Properties=species:S:1:pos:R:3:forces:R:3:lowdin_charge:R:1 method="wB97M-V/def2-TZVPD" e_tot_ev=-30074.8563 homo_lumo_gap_ev=9.41 smiles=OC[C@H](O)[C@@H](S)CS relative_energy_kj_mol=132.3 homo_energy_ev=-8.84 fmax_ev_per_a=2.5 spin_multiplicity=1
S -2.67189 -0.75338 -0.04515 -1.188 -0.364 0.118 0.73
S 0.08564 2.64069 0.29680 0.070 -0.314 0.380 0.78
O 0.08138 -1.22371 1.35730 -0.245 -1.061 1.714 -0.07
O 2.43561 -1.01962 -0.33285 -0.032 -0.591 -0.243 -0.04
C -1.60544 0.62048 -0.46367 1.005 -0.455 -0.670 -0.62
C -0.51295 0.93199 0.56830 -1.162 0.325 1.631 -0.67
C 1.12602 -0.58898 -0.61440 -0.391 1.572 -0.563 -0.24
C 0.59898 -0.08906 0.73747 0.160 -0.250 -2.497 -0.43
H -2.24110 1.48547 -0.59796 -0.224 0.113 0.205 0.06
H 1.44705 0.33902 1.24775 0.161 0.257 0.454 0.14
H -0.99920 0.93227 1.60223 0.370 0.364 -1.305 0.13
H 0.25620 2.50629 -1.01483 0.103 0.005 -0.307 -0.14
H -1.19901 0.40442 -1.47701 0.152 0.322 0.669 0.07
H -1.80093 -1.59655 0.50706 0.272 0.116 -0.055 -0.15
H 0.77099 -1.81664 1.70881 -0.204 0.648 -0.390 0.13
H 1.13132 0.18955 -1.41832 0.199 -0.091 0.666 0.12
H 2.66055 -1.61488 -1.04193 0.577 -0.365 -0.237 0.09
H 0.43680 -1.34738 -1.01958 0.377 -0.231 0.431 0.13